The following is a quantum chemistry calculation of a structure of composition C37H55NO3SSe2Y in a non-equilibrium geometry, from the Open Molecules 2025 dataset.

Element x y z (Å)
Y (2.27, 1.45, -0.10)
C (-2.42, -5.08, 0.27)
C (-1.00, -5.18, -0.30)
C (-1.11, -5.43, -1.80)
C (-0.28, -6.37, 0.34)
C (-0.24, -3.88, 0.00)
C (0.26, -3.04, -0.98)
C (0.91, -1.87, -0.64)
Se (1.48, -0.67, -2.04)
C (-0.22, 0.18, -2.37)
C (-1.22, -0.50, -3.03)
C (-2.47, 0.08, -3.20)
C (-2.65, 1.37, -2.70)
C (-1.65, 2.09, -2.04)
C (-0.39, 1.49, -1.87)
O (0.61, 2.10, -1.26)
C (-1.93, 3.49, -1.47)
C (-1.72, 3.50, 0.05)
C (-3.36, 3.96, -1.75)
C (-0.98, 4.52, -2.12)
C (-3.59, -0.71, -3.90)
C (-4.89, 0.09, -3.98)
C (-3.16, -1.05, -5.34)
C (-3.86, -2.01, -3.14)
C (1.12, -1.46, 0.69)
O (1.73, -0.32, 0.94)
C (0.64, -2.32, 1.71)
C (-0.03, -3.48, 1.32)
C (0.76, -2.04, 3.22)
C (1.45, -3.23, 3.91)
C (1.57, -0.79, 3.59)
C (-0.65, -1.87, 3.81)
H (-2.99, -6.00, 0.05)
H (-2.95, -4.23, -0.16)
H (-2.41, -4.95, 1.36)
H (-1.66, -6.36, -1.98)
H (-0.12, -5.53, -2.26)
H (-1.64, -4.62, -2.31)
H (-0.81, -7.30, 0.12)
H (-0.22, -6.27, 1.43)
H (0.74, -6.45, -0.04)
H (0.15, -3.28, -2.04)
H (-1.01, -1.50, -3.40)
H (-3.62, 1.83, -2.81)
H (-2.41, 2.78, 0.53)
H (-1.94, 4.49, 0.45)
H (-0.70, 3.23, 0.33)
H (-4.10, 3.30, -1.28)
H (-3.57, 4.02, -2.82)
H (-3.49, 4.96, -1.32)
H (0.06, 4.27, -1.93)
H (-1.18, 5.52, -1.72)
H (-1.14, 4.55, -3.21)
H (-4.76, 1.02, -4.54)
H (-5.26, 0.34, -2.98)
H (-5.65, -0.51, -4.48)
H (-2.95, -0.14, -5.91)
H (-3.95, -1.61, -5.85)
H (-2.25, -1.66, -5.34)
H (-4.17, -1.79, -2.11)
H (-2.97, -2.64, -3.09)
H (-4.66, -2.58, -3.62)
H (-0.42, -4.12, 2.11)
H (2.45, -3.38, 3.49)
H (0.89, -4.16, 3.80)
H (1.56, -3.03, 4.98)
H (2.58, -0.83, 3.20)
H (1.61, -0.72, 4.68)
H (1.12, 0.13, 3.20)
H (-1.27, -2.76, 3.66)
H (-1.16, -1.02, 3.33)
H (-0.59, -1.67, 4.88)
Se (5.58, 5.16, -1.70)
C (4.46, 3.81, -1.39)
N (3.79, 2.88, -1.19)
C (-0.50, 3.58, 3.96)
C (0.98, 3.96, 3.88)
C (1.11, 5.48, 3.72)
C (1.69, 3.52, 5.16)
C (1.59, 3.28, 2.72)
C (2.05, 2.69, 1.75)
H (-0.98, 4.08, 4.82)
H (-0.61, 2.50, 4.08)
H (-1.03, 3.88, 3.05)
H (0.65, 6.00, 4.57)
H (0.61, 5.81, 2.80)
H (2.16, 5.77, 3.65)
H (1.25, 4.02, 6.04)
H (2.75, 3.77, 5.12)
H (1.60, 2.44, 5.30)
C (6.43, -0.83, -1.58)
S (5.43, 0.62, -1.33)
C (6.54, 1.49, -0.22)
O (4.28, 0.13, -0.47)
H (6.63, -1.30, -0.61)
H (7.35, -0.53, -2.08)
H (5.86, -1.50, -2.22)
H (7.26, 2.06, -0.81)
H (7.03, 0.77, 0.44)
H (5.91, 2.17, 0.34)

Results
**Frontier orbital gap**: 7.2 eV
**Charge**: -1
**E_tot**: -189471.0943 eV


The following is a quantum chemistry calculation of a structure of composition C37H55P2PtSbSe4Si, from the Open Molecules 2025 dataset.

Element x y z (Å)
Pt (0.64, -0.72, -2.04)
C (0.82, -4.24, -0.99)
Si (0.74, -2.42, -0.47)
C (-0.84, -2.16, 0.62)
C (-1.00, -2.72, 1.89)
C (-2.09, -2.43, 2.69)
C (-3.07, -1.56, 2.22)
C (-2.95, -1.02, 0.95)
C (-1.85, -1.31, 0.15)
P (-1.59, -0.65, -1.55)
C (-2.66, -1.67, -2.68)
C (-4.12, -1.86, -2.23)
C (-4.39, -3.12, -1.40)
C (-3.82, -4.36, -2.07)
C (-2.32, -4.17, -2.25)
C (-2.02, -2.98, -3.15)
C (-2.30, 1.04, -1.83)
C (-3.74, 1.34, -2.28)
C (-4.73, 1.62, -1.16)
C (-4.20, 2.72, -0.24)
C (-2.83, 2.35, 0.31)
C (-1.83, 2.07, -0.80)
C (2.22, -2.28, 0.74)
C (2.82, -3.42, 1.29)
C (3.99, -3.35, 2.02)
C (4.61, -2.13, 2.20)
C (4.03, -0.98, 1.69)
C (2.83, -1.04, 0.98)
P (1.82, 0.42, 0.50)
C (1.35, 0.92, 2.25)
C (2.34, 1.70, 3.11)
C (1.82, 1.91, 4.53)
C (0.46, 2.60, 4.53)
C (-0.54, 1.81, 3.69)
C (-0.02, 1.60, 2.27)
C (2.87, 1.75, -0.23)
C (2.07, 3.06, -0.23)
C (2.61, 4.03, -1.29)
C (4.11, 3.83, -1.52)
C (4.81, 3.39, -0.24)
C (4.31, 2.01, 0.23)
H (0.49, -4.93, -0.21)
H (1.86, -4.46, -1.24)
H (0.24, -4.43, -1.89)
H (-0.22, -3.37, 2.28)
H (-2.17, -2.85, 3.68)
H (-3.93, -1.32, 2.84)
H (-3.73, -0.35, 0.60)
H (-2.67, -1.01, -3.56)
H (-4.74, -1.92, -3.14)
H (-4.48, -0.99, -1.68)
H (-5.47, -3.21, -1.24)
H (-3.93, -3.02, -0.41)
H (-4.30, -4.52, -3.04)
H (-4.03, -5.25, -1.46)
H (-1.86, -5.07, -2.66)
H (-1.88, -4.02, -1.26)
H (-2.41, -3.21, -4.15)
H (-0.94, -2.83, -3.26)
H (-1.68, 1.23, -2.72)
H (-4.12, 0.57, -2.96)
H (-3.67, 2.25, -2.89)
H (-4.92, 0.72, -0.57)
H (-5.70, 1.91, -1.58)
H (-4.91, 2.92, 0.57)
H (-4.12, 3.65, -0.82)
H (-2.93, 1.48, 0.96)
H (-2.45, 3.16, 0.95)
H (-0.87, 1.75, -0.39)
H (-1.62, 3.01, -1.34)
H (2.37, -4.39, 1.11)
H (4.44, -4.26, 2.42)
H (5.55, -2.06, 2.74)
H (4.53, -0.03, 1.83)
H (1.21, -0.06, 2.72)
H (2.54, 2.67, 2.65)
H (3.30, 1.18, 3.15)
H (2.55, 2.48, 5.12)
H (1.72, 0.93, 5.02)
H (0.57, 3.60, 4.11)
H (0.10, 2.73, 5.56)
H (-1.51, 2.32, 3.67)
H (-0.70, 0.83, 4.16)
H (0.04, 2.57, 1.76)
H (-0.73, 0.99, 1.71)
H (2.92, 1.41, -1.27)
H (2.12, 3.52, 0.76)
H (1.01, 2.87, -0.43)
H (2.41, 5.06, -0.98)
H (2.08, 3.86, -2.23)
H (4.56, 4.75, -1.91)
H (4.29, 3.08, -2.29)
H (4.63, 4.14, 0.54)
H (5.89, 3.34, -0.40)
H (4.39, 1.97, 1.32)
H (4.94, 1.22, -0.18)
Se (3.83, -0.85, -6.46)
Sb (3.90, 0.20, -4.26)
Se (0.68, 1.14, -3.69)
Se (2.98, -1.42, -2.50)
Se (6.13, 0.75, -3.38)

Results
**Multiplicity**: 3
**Frontier orbital gap (spin up / spin down)**: 4.4 / 5.2 eV
**Charge**: -2
**Expectation value of S²**: 2.020
**E_tot**: -336893.6485 eV